{"formula": "HO2PS", "method": "wB97M-V/def2-TZVPD", "homo_energy_ev": [-9.6, -9.6], "multiplicity": 1, "e_lumo_ev": [-2.22, -2.54], "symbols": ["O", "O", "P", "S", "H"], "positions_angstrom": [[-2.200, 0.255, 0.205], [0.939, 1.204, -0.181], [0.790, -0.205, -0.820], [-0.893, -0.241, 0.561], [1.364, -1.013, 0.235]], "atomic_forces_ev_per_a": [[-0.76, 0.16, -0.89], [-0.76, -0.44, 0.18], [0.51, 0.30, -0.49], [1.11, 0.36, 1.42], [-0.10, -0.38, -0.23]]}

{"formula": "C3H4O3", "method": "wB97M-V/def2-TZVPD", "homo_energy_ev": -9.6, "multiplicity": 1, "e_lumo_ev": 0.54, "symbols": ["O", "C", "C", "O", "C", "O", "H", "H", "H", "H"], "positions_angstrom": [[1.609, -0.533, 0.481], [-0.819, 0.053, -0.560], [-0.109, 1.350, -0.497], [-0.303, 2.236, -1.303], [-0.583, -1.026, 0.195], [0.519, -1.329, 0.925], [2.124, -0.455, 1.299], [-1.685, 0.018, -1.215], [0.526, 1.507, 0.397], [-1.295, -1.842, 0.305]], "atomic_forces_ev_per_a": [[0.46, 0.17, 0.08], [-0.01, -0.03, 0.14], [-0.21, 0.22, -0.25], [0.15, -0.40, 0.38], [0.01, 0.08, -0.06], [-0.46, -0.17, 0.10], [-0.11, -0.06, -0.06], [0.02, 0.07, 0.21], [-0.07, 0.08, -0.36], [0.20, 0.05, -0.19]]}

{"formula": "C7H9N3O", "method": "wB97M-V/def2-TZVPD", "homo_energy_ev": [-7.6, -7.2], "multiplicity": 1, "e_lumo_ev": [0.50, -0.21], "symbols": ["C", "C", "C", "C", "C", "C", "C", "N", "N", "N", "O", "H", "H", "H", "H", "H", "H", "H", "H", "H"], "positions_angstrom": [[1.905, -1.339, 0.298], [0.628, -1.795, 0.667], [1.984, -0.653, -0.867], [-0.502, -1.387, -0.061], [0.884, -0.181, -1.526], [-0.367, -0.327, -0.983], [-0.593, 1.306, 1.973], [-2.287, 1.372, 0.300], [-1.840, 1.559, 1.353], [-1.525, 0.351, -1.348], [-1.155, 1.427, -2.176], [2.803, -1.680, 0.719], [0.374, -2.323, 1.544], [3.046, -0.471, -1.196], [-1.530, -1.508, 0.387], [0.903, 0.465, -2.328], [-0.231, 0.406, 1.498], [0.044, 2.153, 1.810], [-0.854, 1.190, 2.942], [-1.687, 1.434, -3.006]], "atomic_forces_ev_per_a": [[-1.89, -1.37, 0.26], [-0.89, 0.89, -1.07], [2.61, 0.63, -1.00], [-0.67, 1.24, 1.87], [-0.11, 0.64, 0.60], [-1.11, -1.67, 0.25], [0.97, -0.67, -2.51], [-0.63, 0.32, 0.04], [-1.66, 0.82, -1.46], [0.44, -0.16, -0.62], [0.02, 0.32, -0.54], [0.89, -0.37, 1.02], [0.42, -0.94, 0.88], [-1.40, 0.11, -0.18], [1.17, -0.37, -0.64], [0.71, 1.23, -1.75], [0.78, -0.13, 0.33], [0.38, 0.38, -0.02], [-0.06, -0.46, 3.32], [0.04, -0.45, 1.23]]}

{"formula": "C2H9O3", "method": "wB97M-V/def2-TZVPD", "homo_energy_ev": -4.3, "total_charge": -1, "multiplicity": 1, "e_lumo_ev": 3.93, "symbols": ["C", "O", "C", "H", "H", "H", "H", "H", "H", "H", "O", "H", "H", "O"], "positions_angstrom": [[1.055, -0.486, -0.010], [0.046, -1.521, 0.275], [1.809, -0.772, -1.335], [1.811, -0.419, 0.869], [0.515, 0.571, 0.057], [2.152, -1.874, -1.334], [2.679, -0.088, -1.518], [1.212, -0.759, -2.338], [-2.368, 1.528, 1.237], [-1.314, 2.443, 1.466], [-2.284, 2.497, 1.682], [-2.404, -0.421, -0.092], [-0.775, -0.916, 0.522], [-2.135, 0.219, 0.521]], "atomic_forces_ev_per_a": [[-0.92, 0.90, 1.16], [0.25, 2.63, -0.07], [-0.20, -1.24, -1.42], [-0.89, -0.42, -1.39], [1.00, -2.10, -0.65], [-0.14, 1.68, 0.30], [-0.61, -0.64, 0.43], [0.42, 0.37, 2.03], [-0.89, 1.09, 0.43], [-1.07, 0.86, 0.59], [1.80, -1.86, -1.12], [-1.09, -1.05, -1.44], [0.79, -0.79, -0.31], [1.55, 0.59, 1.45]]}

Respective energy relative to the best compared isomer or geometry (same formula, charge and spin) values: 2.9079 4.5094 5.7132 1.0512 eV.
Respective calculated total energy values: -890.5209 -342.2902 -511.4356 -307.3079 a.u..